# C7H5N3O5V

C7H5N3O5V as an isolated structure in a non-equilibrium geometry (wB97M-V/def2-TZVPD, the Open Molecules 2025 dataset).

Positions of all 21 atoms, in Å:
C: 0.27587 -0.38070 -0.57803
C: 1.56697 -3.16616 -0.47350
C: -0.98232 0.28422 0.18350
O: -2.50973 -1.81809 0.15869
N: 1.67817 1.59339 -2.04281
C: 1.36794 -1.07809 0.38805
N: 3.19057 0.90111 1.27537
O: -3.22560 0.13283 -1.04487
H: -0.10395 -1.11395 -1.37860
H: -1.06415 1.40849 -0.08489
O: -1.29255 5.95965 1.13733
V: -0.79807 4.30086 1.21257
C: 1.02211 0.82194 -1.38102
O: -0.27329 2.64757 1.33406
H: 0.88366 -1.69480 1.24888
H: -2.10664 -2.39656 -0.55219
C: -2.35254 -0.45259 -0.32423
O: 1.15793 -4.27727 -0.91077
C: 2.29760 0.12206 0.98319
H: -0.95494 0.20907 1.32795
N: 2.22295 -2.00298 -0.47870

Calculated values
**HOMO-LUMO gap**: 3.0 eV
**HOMO energy**: -13.9943 eV
**Net charge**: +1